47
Properties=species:S:1:pos:R:3 method="wB97M-V/def2-TZVPD" total_charge=-1 multiplicity=1
N -0.0937 -0.0323 3.6288
B -0.0210 -0.7679 2.3003
I -1.3276 0.5521 0.7910
C -0.6592 -2.2650 2.3581
C -1.5119 -2.6099 3.5837
C -2.7602 -1.7372 3.7658
C -3.7052 -1.8986 2.5787
S -5.2045 -0.9862 2.8187
O -6.1995 -1.8113 3.4503
O -4.9494 0.3361 3.2864
Cl -5.8469 -0.7838 0.8620
H 0.3782 -0.5603 4.3574
H 0.3585 0.8732 3.5938
H 1.0618 -0.7525 1.7448
H 0.1560 -2.9969 2.2815
H -1.2662 -2.4445 1.4628
H -0.9196 -2.5204 4.5009
H -1.8327 -3.6608 3.5357
H -2.4681 -0.6903 3.8540
H -3.2712 -2.0348 4.6886
H -4.0439 -2.9264 2.4509
H -3.2589 -1.5254 1.6550
C -6.4730 -4.8542 3.1664
Cl -7.6319 -6.1785 3.3611
Cl -4.9007 -5.2961 3.8351
Cl -6.3339 -4.3700 1.4854
H -6.8399 -3.9974 3.7188
C -0.9173 5.2518 0.8135
Cl 0.1301 4.3022 1.8556
Cl 0.0409 6.4109 -0.1455
Cl -1.8966 4.2399 -0.2255
H -1.5775 5.8346 1.4419
C 1.8637 3.7693 -2.2082
Cl 0.6001 4.3829 -3.2889
Cl 1.2435 2.5368 -1.1370
Cl 3.2461 3.1883 -3.1585
H 2.2108 4.6052 -1.6140
C 6.7440 1.6294 -5.1898
Cl 7.0793 2.9168 -4.0308
Cl 7.0663 0.0447 -4.4868
Cl 5.0918 1.7342 -5.7896
H 7.4095 1.7585 -6.0319
C 8.3036 0.6651 -9.2793
Cl 8.8054 2.0138 -8.2498
Cl 8.6054 -0.8731 -8.4779
Cl 6.6119 0.8250 -9.7346
H 8.9035 0.7029 -10.1789

---

41
Properties=species:S:1:pos:R:3 method="wB97M-V/def2-TZVPD" total_charge=-1 multiplicity=1
C -0.8397 3.5287 -3.0479
C -0.7776 1.9329 -3.0147
Nb -0.9839 1.3035 -0.8256
N 0.9655 0.3396 -0.9640
C 1.8906 1.1071 -0.9914
O 2.6926 1.9995 -1.0079
C -1.1671 0.9433 1.4592
C 0.2634 0.8707 2.0453
F -1.8595 2.0957 1.9756
H -1.4112 3.8330 -2.1525
H -1.3694 3.9056 -3.9386
H 0.1723 3.9386 -2.9163
H -1.6209 1.5296 -3.6003
H 0.2162 1.6421 -3.3982
H -1.7957 -0.2951 -1.2433
H -2.5641 2.1689 -0.7843
H -0.1051 2.8486 -0.3974
H -1.7892 0.0692 1.6991
H 0.2179 0.8421 3.1546
H 0.7514 -0.0632 1.7179
H 0.8126 1.7572 1.6868
C 3.4607 -3.0798 0.0898
Br 3.5681 -3.5441 1.9613
Br 2.1757 -4.1788 -0.8464
Br 3.1016 -1.2016 -0.1669
H 4.4294 -3.2886 -0.3445
C -3.7231 -3.1155 1.3536
Br -1.8508 -2.6831 1.4863
Br -4.3600 -4.0474 2.9258
Br -4.7867 -1.5566 0.9642
H -3.8336 -3.7935 0.5175
C -0.3982 -6.6828 0.5419
Br 0.2011 -6.4503 2.3577
Br 0.3614 -8.2610 -0.2693
Br -2.3236 -6.6715 0.4177
H -0.0389 -5.8311 -0.0218
C 2.3838 5.6880 0.6476
Br 2.4459 3.9289 -0.2031
Br 1.6726 5.5899 2.4436
Br 4.1109 6.5718 0.6131
H 1.7048 6.3094 0.0758

---

34
Properties=species:S:1:pos:R:3 method="wB97M-V/def2-TZVPD" total_charge=+1 multiplicity=1
C 5.4659 1.9806 0.5055
C 4.4133 1.7197 -0.0698
N 3.0404 1.2898 -0.2329
C 2.0018 2.2351 -0.0051
N 0.8585 1.4366 -0.2122
C 1.2216 0.1120 -0.5614
N 0.4706 -0.9609 -0.8180
C -1.0261 -0.8886 -0.7679
C -1.6537 0.1592 -1.8065
C -3.1941 0.3484 -1.3579
C -3.3480 1.2232 -0.0287
P 1.1430 -2.5765 -1.1890
N 1.1386 -3.3878 0.1652
N 2.6509 0.0514 -0.5716
H 6.4177 2.1887 1.0762
H 2.1014 3.3198 0.2708
H -1.3489 -0.6392 0.2885
H -1.4573 -1.9046 -1.0660
H -1.6929 -0.2554 -2.8728
H -1.0913 1.1373 -1.8603
H -3.5387 -0.7099 -1.0823
H -3.8182 0.7021 -2.2285
H -3.4517 0.5330 0.8642
H -2.3817 1.7974 0.1238
H -4.2650 1.8937 -0.0809
H 0.2725 -3.1421 -2.1762
H 2.4858 -2.4938 -1.6819
H 2.0785 -3.7138 0.4210
H 3.2575 -0.7464 -0.7666
C -1.2402 -0.1021 3.6711
Cl 0.0040 0.3543 2.4923
Cl -2.7280 0.8069 3.3935
Cl -1.5494 -1.8400 3.6021
H -0.8732 0.1417 4.6649

---

35
Properties=species:S:1:pos:R:3 method="wB97M-V/def2-TZVPD" smiles="O=S1(=O)CC[C@@H](COC(F)(F)F)CO1.CNC(C)=O" total_charge=0 multiplicity=1
O -0.2194 -0.2970 3.0970
S -0.2893 -0.5498 1.6039
O -1.6264 -1.1970 1.3297
C -0.1770 1.0534 0.6963
C 1.3041 1.4444 0.1951
C 2.3975 0.2939 0.3796
C 3.0401 0.2062 1.8340
O 4.3513 0.8410 1.9367
C 4.7460 0.9768 3.2773
F 4.2870 2.2018 3.8232
F 6.1507 0.9913 3.4060
F 4.2940 -0.0668 4.1016
C 1.7054 -1.1248 0.0469
O 0.8872 -1.6424 1.1289
H -0.5416 1.8876 1.3737
H -0.8838 0.9646 -0.2034
H 1.6309 2.4620 0.6149
H 1.2103 1.6192 -0.9379
H 3.2000 0.4560 -0.4268
H 2.3624 0.6194 2.6652
H 3.2080 -0.9104 2.0515
H 2.5695 -1.8637 -0.1102
H 1.0783 -1.0196 -0.9102
C -4.3325 -2.0382 -2.5743
N -3.2855 -1.2637 -1.9417
C -2.9622 0.0355 -2.1525
C -3.7652 0.8112 -3.1613
O -2.0374 0.5425 -1.5260
H -5.0086 -2.4016 -1.7982
H -3.8739 -2.8921 -3.0765
H -4.8966 -1.4549 -3.2990
H -2.7028 -1.7174 -1.2498
H -3.3883 1.8322 -3.2177
H -3.6710 0.3531 -4.1478
H -4.8137 0.8461 -2.8592

---

37
Properties=species:S:1:pos:R:3 method="wB97M-V/def2-TZVPD" total_charge=-1 multiplicity=1
O 4.5524 -4.8667 -0.0008
C 4.1747 -4.0408 -0.8520
O 4.8777 -3.3385 -1.5693
C 2.6699 -3.8423 -1.1150
O 1.7063 -4.8118 -0.6063
S 0.3200 -4.1493 -1.0315
O -0.6703 -4.6552 -0.1644
O 0.0669 -4.2250 -2.4191
O 0.6752 -2.6191 -0.6136
C 2.1002 -2.5201 -0.5861
F 2.4850 -1.5246 -1.3988
H 2.5308 -3.7923 -2.1987
H 2.4130 -2.3885 0.4486
C -3.2638 -1.4164 2.4118
C -1.8290 -1.1282 2.0330
O -0.8991 -1.7834 2.4690
N -1.6007 -0.1027 1.1730
C -2.5603 0.7856 0.5482
H -3.2846 -2.2581 3.0972
H -3.7074 -0.5504 2.9060
H -3.8454 -1.6732 1.5255
H -0.6250 0.0309 0.9610
H -2.4731 0.6884 -0.5377
H -2.3219 1.8088 0.8364
H -3.5785 0.5523 0.8453
C 1.3695 3.6668 0.1900
C -0.1343 3.6578 0.3136
O -0.7109 2.9943 1.1609
N -0.8425 4.4214 -0.5620
C -0.3333 5.2653 -1.6272
H 1.7904 3.0152 0.9492
H 1.6726 3.2993 -0.7911
H 1.7563 4.6755 0.3414
H -1.8393 4.3710 -0.4266
H -0.6535 6.2948 -1.4561
H -0.7375 4.9244 -2.5818
H 0.7494 5.2349 -1.6719

---

30
Properties=species:S:1:pos:R:3 method="wB97M-V/def2-TZVPD" e_above_lowest_kcal_mol=28.49 total_charge=+2 multiplicity=1
C -4.1412 -0.9145 -0.0872
C 0.9884 -1.2340 0.0757
C -3.0844 -0.5461 0.5414
C 0.0181 0.9231 0.2385
C 1.3346 2.9719 0.0732
C -5.3329 -0.2232 -0.4420
C 1.3263 4.4254 -0.1058
C 1.8096 -3.4763 -0.2716
C 3.3080 -1.6282 0.3440
N 1.9804 -2.0602 0.0482
N 1.0634 0.0617 0.3159
N 0.0717 2.2138 0.1525
O 2.3350 2.3439 0.1175
F -1.9760 -0.6386 1.1503
H -4.1934 -2.0540 0.0445
H 0.0293 -1.7093 -0.4237
H -6.2552 -0.2268 0.2962
H -5.0439 0.8888 -0.4661
H -5.8027 -0.3967 -1.4109
H 2.3159 4.6481 -0.6145
H 1.5232 5.1758 0.7345
H 0.4555 4.6913 -0.7445
H 0.8918 -3.8719 0.2564
H 1.8582 -3.5968 -1.2939
H 2.6264 -4.0157 0.1608
H 3.4777 -0.8743 -0.3257
H 3.2458 -1.4955 1.4394
H 3.9047 -2.5535 0.0186
H 2.0173 0.3805 0.3464
H -0.7516 2.7911 -0.1681

---

Highest occupied orbital energy in eV, matching the order above: -4.7; -4.6; -12.5; -9.9; -4.9; -15.2